No. 1
# C3H5N3

C3H5N3 in the gas phase (wB97M-V/def2-TZVPD, the Open Molecules 2025 dataset).

The geometry in XYZ format:
```
11
C3H5N3 | the Open Molecules 2025 dataset | wB97M-V/def2-TZVPD
N 0.7547 -0.3239 1.6861
C 0.2985 -0.1008 0.3656
C -0.4963 0.8850 -0.1701
C -0.8961 0.3840 -1.4240
N -0.3247 -0.7832 -1.6877
N 0.3941 -1.0576 -0.5910
H -0.0259 -0.1325 2.3090
H 1.5006 0.3036 1.9563
H -0.6132 1.8648 0.2638
H -1.6365 0.7883 -2.1023
H 1.0447 -1.8275 -0.6056
```

The calculation puts the total energy at -281.56219 a.u. The value obtained for the orbital gap is 10.100 eV. The value obtained for the energy relative to the best compared isomer or geometry (same formula, charge and spin) is 17.5 kcal per mole. The value obtained for the molar mass is 83.09 u. Its SMILES is Nc1ccn[nH]1.

---

No. 2
# C20H22ClNO3

C20H22ClNO3 in the gas phase (wB97M-V/def2-TZVPD, the Open Molecules 2025 dataset).

The geometry in XYZ format:
```
47
C20H22ClNO3 | the Open Molecules 2025 dataset | wB97M-V/def2-TZVPD
O -2.7310 -1.6808 1.2278
C -1.8899 -1.9013 0.3767
N -2.2102 -2.4235 -0.8377
H -1.4864 -2.5406 -1.5274
C -3.5767 -2.4891 -1.2898
H -3.7298 -3.4133 -1.8540
H -4.1977 -2.5016 -0.3913
C -3.9474 -1.2674 -2.1540
C -3.6757 -0.0161 -1.3702
C -2.4591 0.6418 -1.4907
C -2.1522 1.7275 -0.6912
C -3.0792 2.1610 0.2400
C -4.3046 1.5288 0.3700
C -4.5929 0.4427 -0.4334
H -5.5403 -0.0630 -0.3217
H -5.0171 1.8757 1.1016
Cl -2.7020 3.5108 1.2517
H -1.1997 2.2257 -0.7826
H -1.7350 0.3053 -2.2191
H -5.0023 -1.3365 -2.4214
H -3.3538 -1.2771 -3.0709
C -0.4386 -1.6781 0.6176
C 0.4846 -1.4148 -0.3875
C 1.8188 -1.1926 -0.0956
C 2.2553 -1.2369 1.2248
C 1.3291 -1.4758 2.2434
C 0.0040 -1.6839 1.9407
H -0.7208 -1.8599 2.7206
H 1.6803 -1.4904 3.2630
O 3.5434 -1.0619 1.6306
C 4.5619 -0.8969 0.6732
C 4.5468 0.4835 -0.0183
H 3.7231 1.0687 0.4174
O 4.2891 0.3404 -1.4139
C 5.2782 1.0216 -2.1657
C 5.9072 2.0339 -1.2124
H 6.9125 2.3192 -1.5120
H 5.2847 2.9265 -1.1463
C 5.8665 1.2568 0.1000
H 5.8873 1.8927 0.9811
H 6.7046 0.5591 0.1450
H 4.7902 1.4774 -3.0296
H 6.0306 0.3024 -2.5202
H 4.5094 -1.6785 -0.0949
H 5.4851 -1.0245 1.2444
H 2.5025 -0.9634 -0.8969
H 0.1768 -1.3467 -1.4214
```

The calculation puts the total energy at -1516.00209 a.u. The value obtained for the orbital gap is 9.240 eV. The value obtained for the energy relative to the best compared isomer or geometry (same formula, charge and spin) is 1.7 kcal per mole. The value obtained for the molar mass is 359.85 u. Its SMILES is O=C(NCCc1ccc(Cl)cc1)c1ccc(OC[C@H]2CCCO2)cc1.

---

No. 3
# C33H32Cl2N5O3PTc

C33H32Cl2N5O3PTc as an isolated structure (wB97M-V/def2-TZVPD, the Open Molecules 2025 dataset).

The geometry in XYZ format:
```
77
C33H32Cl2N5O3PTc | the Open Molecules 2025 dataset | wB97M-V/def2-TZVPD
Tc 0.0958 0.5100 0.0795
Cl -1.6509 4.1374 2.9062
C -0.4498 2.9822 3.2867
C 0.2353 3.0763 4.5206
C 1.1751 2.1555 4.8731
Cl 1.9690 2.2678 6.3963
C 1.5093 1.0937 3.9878
C 2.4622 0.0925 4.2266
C 2.6998 -0.8787 3.2777
C 2.0070 -0.8451 2.0720
N 1.0937 0.0878 1.8116
C 0.8137 1.0377 2.7720
C -0.1901 1.9535 2.4209
O -0.7743 1.7755 1.2216
H -0.0115 3.8897 5.1898
H 3.0072 0.0886 5.1626
H 3.4170 -1.6680 3.4520
H 2.1793 -1.5878 1.3072
C -3.1951 -6.5693 2.9001
C -1.9777 -6.6513 2.2398
C -1.2492 -5.4964 1.9898
C -1.7406 -4.2520 2.3821
C -2.9621 -4.1799 3.0513
C -3.6838 -5.3350 3.3110
P -0.7278 -2.8016 1.9710
C -1.2552 -1.5606 3.2066
C -2.1891 -0.5512 2.9810
C -2.5143 0.3464 3.9915
C -1.9234 0.2321 5.2427
C -1.0067 -0.7839 5.4850
C -0.6694 -1.6681 4.4701
C -1.5731 -2.1522 0.4675
C -2.6088 -2.8485 -0.1529
C -3.2323 -2.3811 -1.3077
C -2.8617 -1.1758 -1.8820
C -1.8391 -0.4522 -1.2859
C -1.1879 -0.9546 -0.1514
H -3.7611 -7.4696 3.1039
H -1.5899 -7.6138 1.9308
H -0.2892 -5.5634 1.4892
H -3.3495 -3.2221 3.3789
H -4.6282 -5.2745 3.8374
H -2.6713 -0.4556 2.0145
H -3.2400 1.1286 3.8026
H -2.1904 0.9226 6.0339
H -0.5599 -0.8915 6.4667
H 0.0431 -2.4638 4.6669
H -2.9498 -3.7792 0.2804
H -4.0337 -2.9622 -1.7472
H -3.3637 -0.7950 -2.7614
H -1.5726 0.5210 -1.7116
N 1.5174 -0.3689 -1.3562
C 2.4600 0.7122 -1.7664
C 3.1574 0.4095 -3.1135
C 4.6874 0.5818 -3.2067
C 5.1642 1.9524 -3.6773
N 4.8633 3.0293 -2.7425
C 5.7095 3.7226 -2.0057
N 7.0308 3.5312 -2.0483
N 5.2153 4.6318 -1.1530
C 1.6366 2.0169 -1.7613
O 2.1449 3.0796 -2.0606
O 0.3921 1.8726 -1.3992
H 2.0169 -1.2148 -1.1022
H 0.9407 -0.6193 -2.1579
H 3.2003 0.8115 -0.9678
H 2.6791 0.9879 -3.9090
H 2.9346 -0.6348 -3.3409
H 5.0424 -0.1244 -3.9596
H 5.1752 0.2986 -2.2695
H 4.6706 2.1920 -4.6210
H 6.2287 1.9386 -3.9036
H 3.8708 3.1868 -2.5564
H 7.4434 2.9031 -2.7124
H 7.6515 4.1780 -1.5930
H 4.2436 4.8911 -1.2121
H 5.8278 5.2622 -0.6648
```

The calculation puts the total energy at -3118.32788 a.u. The value obtained for the orbital gap (alpha / beta) is 5.558 / 5.913 eV. The total charge is +2. The expectation value of S² is 0.99. Its spin multiplicity is 2. The value obtained for the energy relative to the best compared isomer or geometry (same formula, charge and spin) is 22.9 kcal per mole. The value obtained for the molar mass is 746.53 u.

---

No. 4
# C17H24N2O4

C17H24N2O4 in the gas phase at a distorted geometry (wB97M-V/def2-TZVPD, the Open Molecules 2025 dataset).

The geometry in XYZ format:
```
47
C17H24N2O4 | the Open Molecules 2025 dataset | wB97M-V/def2-TZVPD
C -3.6741 -3.2293 0.5060
H -3.6219 -2.9206 1.5466
H -4.7147 -3.2515 0.1913
H -3.2619 -4.2325 0.4276
C -2.8740 -2.2553 -0.3535
C -3.5043 -0.8607 -0.3278
H -3.4797 -0.4639 0.6846
H -2.9623 -0.1776 -0.9783
H -4.5396 -0.9108 -0.6589
C -1.4512 -2.1426 0.1866
O -1.1736 -2.2434 1.3610
N -0.5125 -1.9295 -0.7690
H -0.8018 -1.7652 -1.7199
C 0.8785 -1.7141 -0.4510
H 0.9891 -1.9408 0.6110
H 1.4840 -2.4069 -1.0429
C 1.3144 -0.2551 -0.7085
N 2.5716 0.0476 -0.0320
C 3.6693 -0.8362 -0.3893
H 3.4026 -1.8671 -0.1600
C 4.9000 -0.4642 0.4409
O 5.2872 0.8722 0.2357
C 4.2232 1.7368 0.5547
C 2.9833 1.4222 -0.2795
H 2.1729 2.0942 0.0056
H 3.2178 1.5808 -1.3480
H 4.5770 2.7490 0.3522
H 3.9702 1.6416 1.6210
H 5.7546 -1.0797 0.1546
H 4.6702 -0.6264 1.5046
H 3.9180 -0.7575 -1.4634
C 0.2271 0.6556 -0.1849
C 0.0080 0.7406 1.1821
C -1.0089 1.5250 1.7151
C -1.7978 2.2160 0.8273
C -1.5793 2.1413 -0.5476
C -0.5754 1.3694 -1.0783
H -0.4188 1.3227 -2.1443
O -2.5031 2.9173 -1.2004
C -3.3148 3.4784 -0.1905
O -2.8630 3.0438 1.0726
H -3.2616 4.5776 -0.2441
H -4.3591 3.1587 -0.3392
H -1.1813 1.5826 2.7761
H 0.6466 0.1808 1.8444
H 1.4116 -0.1061 -1.8036
H -2.8423 -2.6174 -1.3869
```

The calculation puts the total energy at -1072.65285 a.u. The value obtained for the orbital gap is 8.770 eV. The value obtained for the energy relative to the best compared isomer or geometry (same formula, charge and spin) is 48.9 kcal per mole. The value obtained for the molar mass is 320.39 u. Its SMILES is CC(C)C(=O)NC[C@@H](c1ccc2c(c1)OCO2)N1CCOCC1.

---

No. 5
# C4H10NO3

A 2-piece molecular cluster, C4H10NO3 overall (wB97M-V/def2-TZVPD, the Open Molecules 2025 dataset).

The geometry in XYZ format:
```
18
C4H10NO3 | the Open Molecules 2025 dataset | wB97M-V/def2-TZVPD
C -0.9270 -2.0039 0.5535
C -0.4492 -0.8582 1.4393
C -1.2299 0.4218 1.2050
O 0.9480 -0.6762 1.2902
H -0.3005 -2.8731 0.7602
H -0.8101 -1.7190 -0.4910
H -1.9698 -2.2507 0.7841
H -0.5801 -1.1623 2.4918
H -2.2668 0.3375 1.5476
H -1.2557 0.6057 0.1268
H -0.7579 1.2922 1.6574
H 1.1412 0.0819 0.6529
N 1.5307 2.0013 -2.5399
C 1.1146 1.0972 -1.5342
O 0.5120 0.0730 -1.9065
O 1.3644 1.4660 -0.3464
H 2.2933 2.5895 -2.2512
H 1.6429 1.5774 -3.4395
```

The calculation puts the total energy at -438.98294 a.u. The value obtained for the orbital gap is 8.810 eV. The total charge is -1. The value obtained for the energy relative to the best compared isomer or geometry (same formula, charge and spin) is 1.4 kcal per mole. The value obtained for the molar mass is 120.13 u.

---

No. 6
# C22H27N2O4P

C22H27N2O4P in the gas phase at a distorted geometry (wB97M-V/def2-TZVPD, the Open Molecules 2025 dataset).

The geometry in XYZ format:
```
56
C22H27N2O4P | the Open Molecules 2025 dataset | wB97M-V/def2-TZVPD
C 0.1792 0.6158 3.1778
C 0.1027 -0.4010 2.0291
C -1.1653 -0.2226 1.1747
C -1.9056 -1.4919 0.8249
C -1.1418 -2.4806 -0.0990
C 0.0273 -3.2523 0.4978
O -0.1150 -4.1544 1.2790
C 1.4011 -2.9279 -0.0186
C 2.4599 -2.5947 0.8169
C 3.7087 -2.3475 0.2611
C 3.9174 -2.4614 -1.1099
C 2.8658 -2.8102 -1.9466
C 1.6071 -3.0320 -1.3952
O -3.1743 -1.2064 0.1553
C -3.2332 -0.1137 -0.6672
O -4.0232 0.7353 -0.4362
C -2.3706 -0.0566 -1.9061
C -2.4738 1.3010 -2.6056
C -1.5749 2.2869 -1.9238
O -1.9750 3.1590 -1.2131
N -0.1837 2.0304 -2.1046
C 0.6749 2.9784 -1.4270
C 1.1120 4.1359 -2.0541
C 1.9252 5.0292 -1.3627
C 2.2887 4.7546 -0.0491
C 1.8705 3.5870 0.5785
C 1.0642 2.6965 -0.1217
P -2.5195 -2.3948 2.3560
N -1.8092 -2.0174 3.7031
H -0.0291 0.1522 4.1340
H 1.1898 1.0178 3.2402
H -0.4700 1.4674 3.0045
H 0.9682 -0.2179 1.4004
H 0.1853 -1.3988 2.4409
H -1.8617 0.4217 1.7041
H -0.8565 0.3000 0.2746
H -0.7852 -1.9841 -0.9913
H -1.8848 -3.2202 -0.3899
H 2.3133 -2.5292 1.8805
H 4.5403 -2.0640 0.8861
H 4.8895 -2.2902 -1.5446
H 2.9891 -2.9201 -3.0116
H 0.7786 -3.2944 -2.0381
H -2.6514 -0.8585 -2.5842
H -1.3241 -0.1878 -1.6560
H -2.0884 1.1438 -3.6154
H -3.4856 1.6705 -2.6699
H 0.0230 2.0750 -3.0986
H 0.8174 4.3363 -3.0743
H 2.2548 5.9340 -1.8437
H 2.9029 5.4600 0.4914
H 2.1439 3.3520 1.5933
H 0.7181 1.7800 0.3291
H -2.4483 -3.7423 1.9708
H -3.8980 -2.1173 2.3915
H -2.4708 -1.6304 4.3624
```

The calculation puts the total energy at -1606.30572 a.u. The value obtained for the orbital gap is 9.088 eV. The value obtained for the energy relative to the best compared isomer or geometry (same formula, charge and spin) is 100.0 kcal per mole. The value obtained for the molar mass is 414.44 u. Its SMILES is CCC[C@](CC(=O)c1ccccc1)(OC(=O)CCC(=O)Nc1ccccc1)[PH2]=N.

---

No. 7
# C5H14N2

A 3-piece molecular cluster, C5H14N2 overall at a distorted geometry (wB97M-V/def2-TZVPD, the Open Molecules 2025 dataset).

The geometry in XYZ format:
```
21
C5H14N2 | the Open Molecules 2025 dataset | wB97M-V/def2-TZVPD
N 5.0181 -1.4582 -0.0063
C 2.1338 0.2971 1.0012
C 2.1279 0.4453 -0.4141
C 2.2225 -0.8608 1.8043
N -4.4923 0.6452 -1.2132
C -4.2913 1.6256 -0.1754
C -3.4562 -0.3200 -1.1136
H 4.7079 -2.4583 -0.2574
H 5.8303 -1.5466 0.6684
H 2.2540 1.2588 1.5248
H 2.4193 1.4406 -0.7319
H 4.1616 -0.8904 0.2320
H 2.2300 -0.5351 -1.0202
H 2.2797 -0.8775 2.8847
H 2.1930 -1.8845 1.3512
H -3.7090 2.5682 -0.4503
H -3.6845 1.2717 0.7564
H -5.2659 1.9954 0.2360
H -3.6208 -0.9364 -0.2605
H -3.4583 -0.9842 -2.0092
H -2.4391 0.1463 -1.0024
```

The calculation puts the total energy at -308.11123 a.u. The value obtained for the orbital gap is 2.218 eV. The value obtained for the energy relative to the best compared isomer or geometry (same formula, charge and spin) is 195.7 kcal per mole. The value obtained for the molar mass is 102.18 u.

---

No. 8
# C26H56NO22PS

C26H56NO22PS as an isolated structure at a distorted geometry (wB97M-V/def2-TZVPD, the Open Molecules 2025 dataset).

The geometry in XYZ format:
```
107
C26H56NO22PS | the Open Molecules 2025 dataset | wB97M-V/def2-TZVPD
C 2.5392 -3.2914 0.5955
C 2.3795 -1.7588 0.3766
O 1.1080 -1.4188 -0.2652
O 0.5768 -0.3441 0.4839
S -1.0289 -0.6374 0.9675
O -0.8935 -1.0397 2.3774
O -1.6087 -1.9097 0.0739
P -1.1255 -3.4469 0.6061
N -2.3805 -4.2800 1.0705
H 3.5513 -3.5854 0.2456
H 1.7766 -3.8706 0.0401
H 2.5066 -3.5510 1.6728
H 2.3934 -1.2459 1.3558
H 3.1741 -1.3647 -0.2842
H -0.5102 -4.0794 -0.5065
H -0.2150 -3.4211 1.6926
H -3.2460 -3.7474 1.0051
C -7.5814 -7.2251 -1.5655
C -8.3934 -6.3907 -0.5956
O -7.6048 -5.3424 -0.0164
C -7.3742 -4.2941 -0.8081
O -7.7742 -4.1490 -1.9333
O -6.6049 -3.4307 -0.1361
C -6.2021 -2.2960 -0.9012
H -6.6796 -7.6040 -1.0816
H -8.1696 -8.0690 -1.9294
H -7.2631 -6.6348 -2.4248
H -8.7247 -7.0137 0.2347
H -9.2858 -5.9770 -1.0684
H -7.0607 -1.7865 -1.3370
H -5.5031 -2.6014 -1.6803
H -5.6950 -1.6073 -0.2281
C 0.0030 -6.0948 3.7305
C -1.3350 -5.4098 3.9333
O -2.0862 -6.0391 4.9839
C -1.6875 -5.7559 6.2235
O -0.7822 -5.0253 6.5329
O -2.4631 -6.4387 7.0746
C -2.0846 -6.2982 8.4429
H -0.1366 -7.1638 3.5598
H 0.5280 -5.6652 2.8739
H 0.6410 -5.9895 4.6089
H -1.9311 -5.5043 3.0292
H -1.2165 -4.3429 4.1348
H -2.0258 -5.2492 8.7307
H -1.1309 -6.7957 8.6205
H -2.8515 -6.7836 9.0431
C -4.0006 6.0646 3.1628
C -4.4488 4.6820 2.7339
O -3.4480 4.0298 1.9374
C -2.4032 3.5414 2.6132
O -2.2388 3.5885 3.8016
O -1.5556 3.0041 1.7265
C -0.3389 2.5229 2.3012
H -3.7089 6.6588 2.2947
H -4.8040 6.5799 3.6910
H -3.1356 6.0127 3.8239
H -5.3327 4.7639 2.1017
H -4.7168 4.0604 3.5897
H -0.5349 1.8260 3.1154
H 0.2666 3.3591 2.6512
H 0.2088 1.9998 1.5198
C 8.9968 -3.1368 -2.8130
C 7.7329 -2.3428 -2.5523
O 6.9764 -2.8994 -1.4670
C 7.4525 -2.6445 -0.2463
O 8.4279 -1.9934 0.0164
O 6.6594 -3.2564 0.6414
C 7.1088 -3.1454 1.9929
H 8.7607 -4.1907 -2.9705
H 9.5137 -2.7541 -3.6942
H 9.6802 -3.0821 -1.9657
H 7.0848 -2.3886 -3.4272
H 7.9495 -1.2902 -2.3626
H 7.2702 -2.1048 2.2711
H 8.0221 -3.7236 2.1320
H 6.3298 -3.5612 2.6288
C -2.4071 5.0782 -0.8106
C -0.8991 5.2026 -0.8492
O -0.4545 5.9215 -2.0120
C -0.6123 7.2433 -1.9651
O -1.0701 7.8776 -1.0525
O -0.1809 7.7492 -3.1302
C -0.3777 9.1579 -3.2604
H -2.7790 4.6343 -1.7368
H -2.7137 4.4562 0.0322
H -2.8838 6.0542 -0.7080
H -0.4528 4.2109 -0.9185
H -0.5100 5.6721 0.0564
H 0.0593 9.6966 -2.4207
H -1.4411 9.3805 -3.3452
H 0.1214 9.4714 -4.1756
C 2.4121 6.8473 -4.3069
C 2.1653 6.2320 -5.6680
O 3.3710 6.1631 -6.4473
C 4.2198 5.1931 -6.1082
O 4.0619 4.3780 -5.2374
O 5.2944 5.2886 -6.9010
C 6.3314 4.3613 -6.5850
H 2.8948 7.8227 -4.4090
H 1.4674 6.9720 -3.7660
H 3.0738 6.2230 -3.7049
H 1.4771 6.8602 -6.2337
H 1.7108 5.2432 -5.5863
H 5.9549 3.3392 -6.5663
H 6.7839 4.6180 -5.6270
H 7.0871 4.4421 -7.3636
```

The calculation puts the total energy at -3473.75181 a.u. The value obtained for the orbital gap is 9.334 eV. The value obtained for the molar mass is 797.76 u.

---

Question: Among the records above, which one has the lowest molar mass?
Answer: C3H5N3

---

Question: What is the molar mass in the third record?
Answer: 746.53 u

---

Question: Among the records above, which one has the lowest molar mass?
Answer: C3H5N3

---

Question: Among the records above, which one has the lowest molar mass?
Answer: C3H5N3